(1)
105
Properties=species:S:1:pos:R:3:forces:R:3 method="wB97M-V/def2-TZVPD" charge=-1 e_homo_ev=-7.22 orbital_gap_ev=8.438
N 14.1008 4.7242 4.3838 -0.3 -4.8 0.9
S 13.8887 4.5351 2.8650 -1.3 3.6 -5.8
O 12.6096 4.0907 2.3619 1.3 -0.3 1.2
O 15.0623 4.3220 2.0698 -0.4 -1.0 0.6
F 13.7793 6.1030 2.6802 -0.6 1.6 -0.4
S 14.3547 3.0705 4.6488 1.0 -0.6 3.7
O 15.6844 2.6668 4.3422 -0.6 0.0 -1.2
O 13.2351 2.1910 4.5233 0.3 0.6 -1.1
F 14.4491 3.2102 6.1983 -0.1 0.3 1.0
C 15.5840 4.9986 9.4586 -0.3 1.7 2.4
O 14.8805 5.9504 9.8093 0.1 0.1 -0.9
N 16.9029 4.9398 9.6719 1.1 -0.1 -0.1
N 15.0560 3.8554 9.0416 -1.3 -1.4 -1.2
H 17.4006 4.1769 9.2307 0.4 0.3 0.1
H 17.3721 5.7380 10.0612 -0.1 0.0 -0.2
H 15.5741 2.9968 9.0813 -0.2 0.0 -0.2
H 14.0540 3.8823 8.9398 0.1 -0.4 0.0
C 10.3498 1.2794 6.8631 0.0 -0.3 -1.4
O 9.9532 0.5979 5.9162 -0.5 -1.1 0.3
N 10.1210 1.0557 8.1612 0.0 0.5 1.9
N 11.1261 2.3393 6.5695 0.2 0.8 0.8
H 9.5933 0.3516 8.6469 -0.4 -0.3 -1.0
H 10.5820 1.6591 8.8237 0.2 0.1 -0.2
H 11.6816 2.2612 5.7287 -0.2 0.6 0.0
H 11.0222 3.1761 7.1228 0.6 0.1 -0.2
C 17.4066 5.9084 5.1961 3.2 -0.1 -1.6
O 18.5778 6.2023 4.9248 0.0 0.0 1.3
N 17.0020 5.1412 6.2138 -0.9 -0.2 0.8
N 16.4879 6.2338 4.2949 -3.0 0.6 -0.8
H 17.6239 4.6748 6.8525 0.1 0.0 -0.2
H 16.0477 4.8308 6.1842 0.1 -0.1 0.4
H 15.5295 5.8944 4.3859 1.1 0.3 -0.1
H 16.6893 6.8376 3.5160 0.5 -0.1 0.1
C 11.7519 5.9053 6.9400 -1.2 -0.1 1.3
O 11.1926 6.0797 8.0288 0.0 0.1 -1.0
N 13.0608 5.6864 6.8315 2.0 -0.1 0.4
N 11.1191 5.8538 5.7408 -0.6 -0.7 0.3
H 13.6066 5.9344 7.6493 0.1 -0.2 -0.1
H 13.5075 5.2954 5.9987 -0.5 0.7 0.8
H 11.7120 5.6380 4.9616 -0.6 0.0 -0.3
H 10.1205 5.9572 5.7068 0.1 -0.1 -0.2
C 14.6293 0.3504 1.3241 0.6 0.4 -1.8
O 14.7656 -0.3094 2.3356 -0.2 -0.2 1.0
N 15.3059 0.0727 0.1756 0.2 -0.3 -0.4
N 13.8347 1.4314 1.1746 -0.6 0.1 1.8
H 16.0561 -0.5937 0.2379 0.0 0.1 -0.1
H 15.3542 0.8163 -0.5031 0.4 -0.1 -0.1
H 13.3670 1.6663 2.0358 -0.5 0.3 -0.4
H 13.6370 1.9534 0.3404 0.1 -0.2 0.0
C 17.6282 3.3190 -0.3877 0.5 0.1 -0.9
O 16.6385 2.9985 -1.0352 0.4 -0.1 0.2
N 17.6818 3.7476 0.8674 -0.4 0.0 0.8
N 18.9150 3.3355 -0.9000 0.0 -0.8 -1.9
H 18.6264 3.9438 1.1355 -0.5 0.5 1.1
H 16.8405 3.9502 1.3831 0.3 0.0 0.3
H 19.0194 3.0418 -1.8573 -0.1 0.0 0.1
H 19.7711 3.5529 -0.4249 -0.3 0.1 0.3
C 10.0432 0.9795 2.1265 0.4 1.4 -3.0
O 10.3215 1.4726 1.0145 -0.2 -1.0 1.2
N 9.9355 1.7698 3.2004 -0.1 1.6 1.0
N 9.7515 -0.3009 2.3589 -0.3 -0.9 0.6
H 9.7853 1.4832 4.1586 0.0 -0.1 -0.1
H 9.9980 2.7460 2.9565 0.2 0.0 0.2
H 9.6918 -0.4629 3.3522 0.0 -1.1 -0.2
H 10.0625 -1.0152 1.7225 0.1 0.1 0.2
C 12.9709 8.8246 4.7198 -2.1 2.4 1.9
O 12.6279 9.9009 5.2045 0.9 0.4 -0.2
N 14.2219 8.3671 4.6204 1.2 0.2 -0.5
N 12.0315 7.9598 4.3386 1.0 -1.2 -1.4
H 14.9848 8.9838 4.8404 -0.1 -0.2 0.2
H 14.3605 7.3825 4.5493 0.5 0.0 0.1
H 12.4951 7.2260 3.8304 -1.3 -0.5 -0.4
H 11.0488 8.0952 4.4720 0.2 0.1 -0.1
C 17.4801 1.7503 7.6405 1.5 0.2 -1.7
O 17.8459 2.8923 7.9129 -1.2 0.0 1.0
N 17.0858 1.4124 6.3804 -0.4 1.2 0.2
N 17.6344 0.6606 8.4126 0.3 -1.3 0.9
H 17.2904 0.5126 5.9862 -0.6 0.1 -0.2
H 16.6737 2.1814 5.8549 0.8 -0.7 -0.4
H 17.7425 -0.1831 7.8768 -0.5 -0.3 0.5
H 17.5099 0.5834 9.4058 0.4 0.4 -0.1
C 16.6791 8.4208 0.4103 0.7 -1.1 -1.0
O 17.7481 8.0050 -0.0128 -0.3 0.6 0.1
N 15.8220 7.6792 1.1462 -0.9 0.0 1.1
N 16.1363 9.6395 0.1267 0.7 0.4 0.0
H 15.7811 6.6745 1.1763 0.3 0.1 -0.1
H 15.1732 8.2338 1.6800 -0.4 -0.7 0.1
H 16.7737 10.3452 -0.1995 -0.4 0.1 0.0
H 15.1695 9.7946 0.3448 0.2 0.5 -0.2
C 12.0589 -1.9166 4.3626 1.9 -3.0 -0.2
O 12.5764 -2.9986 4.0144 -0.3 1.1 -0.1
N 10.8817 -1.9202 4.9675 -2.0 -0.6 0.5
N 12.6364 -0.7262 4.3019 0.5 1.0 -0.3
H 10.5617 -1.0999 5.4604 -0.4 -0.3 0.3
H 10.5617 -2.8662 5.1020 -0.4 0.4 0.4
H 13.4251 -0.6572 3.6671 0.1 0.5 -0.2
H 11.9594 0.0141 4.3958 0.6 0.5 -0.3
C 8.8734 5.4010 1.7646 1.8 -1.1 -1.8
O 9.1938 5.7988 0.6517 -0.7 0.8 0.6
N 9.7259 5.3067 2.7989 0.8 0.8 1.1
N 7.7641 4.7115 2.0458 -1.6 0.4 -0.9
H 9.3607 4.8215 3.5943 0.8 0.2 0.5
H 10.6343 5.7360 2.7566 -0.1 -0.3 0.0
H 7.6734 4.2832 2.9440 -0.8 -0.3 -0.2
H 7.1092 4.7205 1.2794 -0.3 -0.6 0.6


(2)
6
Properties=species:S:1:pos:R:3:forces:R:3 method="wB97M-V/def2-TZVPD" charge=0 e_homo_ev=-10.13 orbital_gap_ev=10.715 smiles=C#CBr.Br
C -1.6451 -1.7776 0.7834 -0.4 0.2 0.0
C -0.7802 -2.5877 0.6740 1.4 -1.0 0.1
Br 0.6440 -3.7410 0.6438 -0.8 0.6 -0.1
Br -2.2228 2.4538 -0.4020 -0.3 -0.2 0.1
H -3.5070 1.9284 -0.0453 0.3 0.2 -0.1
H -2.4407 -1.0919 0.8875 -0.2 0.2 0.0


(3)
43
Properties=species:S:1:pos:R:3:forces:R:3 method="wB97M-V/def2-TZVPD" charge=0 e_homo_ev=-8.37 orbital_gap_ev=7.570 smiles="COc1ccc(NC(=O)CCC(=O)N2CCOCC2)c([N+](=O)[O-])c1"
C 5.2395 2.5242 -0.3984 0.0 0.2 0.0
H 6.2350 2.8225 -0.7218 -0.1 0.0 0.0
O 5.2057 1.1199 -0.5182 0.1 -0.2 -0.1
C 4.0613 0.4731 -0.1956 -0.4 -0.2 0.1
C 2.9108 1.0744 0.2707 0.2 0.1 0.0
C 1.7858 0.3028 0.5956 1.3 -0.9 -0.5
C 1.8016 -1.1004 0.4543 0.0 0.5 0.0
C 2.9751 -1.6840 -0.0457 0.1 0.0 0.0
C 4.0715 -0.9235 -0.3581 -0.1 0.4 0.1
H 4.9718 -1.3829 -0.7336 0.1 -0.1 0.0
H 2.9891 -2.7508 -0.1920 0.0 0.0 0.0
N 0.6946 -1.8529 0.7648 -0.5 0.0 0.6
C 0.2824 -3.0025 0.1241 -0.2 -0.1 0.2
O 1.0122 -3.7194 -0.5124 0.1 -0.2 -0.2
C -1.1756 -3.3503 0.3810 -0.1 0.1 -0.2
H -1.2128 -3.9692 1.2815 0.0 0.0 0.0
C -2.1325 -2.1656 0.5338 0.3 -0.2 -0.2
C -1.8969 -1.1279 -0.5631 -0.3 -0.1 0.2
O -0.9747 -1.2384 -1.3539 0.1 -0.2 -0.2
N -2.7562 -0.0911 -0.6140 -0.1 0.3 -0.2
C -3.8248 0.2167 0.3097 -0.1 0.3 0.3
H -3.8914 -0.5210 1.1047 0.0 0.0 0.0
C -3.5694 1.6066 0.9126 -0.1 -0.3 0.2
O -3.4946 2.5831 -0.0965 -0.2 0.2 0.0
C -2.4255 2.3067 -0.9749 0.2 -0.2 -0.3
H -2.4384 3.0920 -1.7318 0.0 -0.1 0.0
C -2.5962 0.9333 -1.6317 0.2 0.3 -0.1
H -1.7249 0.6790 -2.2360 -0.1 0.1 0.0
H -3.4924 0.9416 -2.2630 0.1 0.0 0.0
H -1.4733 2.3519 -0.4287 -0.1 0.0 -0.1
H -4.3931 1.8980 1.5661 0.0 -0.1 0.0
H -2.6327 1.5800 1.4878 -0.1 0.0 0.0
H -4.7717 0.2373 -0.2446 0.0 0.0 0.1
H -2.0170 -1.6877 1.5098 -0.1 0.0 0.0
H -3.1573 -2.5356 0.4622 0.0 0.1 0.1
H -1.4833 -3.9716 -0.4614 0.1 0.0 0.1
H -0.0303 -1.3094 1.2284 0.4 -0.2 -0.2
N 0.6341 1.0194 0.9898 -0.9 0.6 0.1
O 0.5750 2.2098 0.7383 0.0 0.0 0.1
O -0.2876 0.4311 1.5598 0.0 0.1 0.1
H 2.8313 2.1417 0.4030 0.1 0.0 0.0
H 5.0847 2.8408 0.6376 0.0 0.0 0.0
H 4.4913 2.9982 -1.0404 0.0 0.0 0.0


(4)
6
Properties=species:S:1:pos:R:3:forces:R:3 method="wB97M-V/def2-TZVPD" charge=0 e_homo_ev="-9.67 / -8.56" orbital_gap_ev="8.964 / 6.143"
C 0.9412 -1.3068 0.7251 -2.1 0.1 -0.7
S -2.1491 1.9474 -1.3795 -1.4 -0.8 -0.2
I -0.4098 -0.4626 -0.4890 -0.3 -0.1 -0.4
H 0.7209 -1.4749 1.7134 -0.9 -0.5 2.1
H 1.9207 -1.2017 0.5366 3.3 0.4 -1.1
H -1.0238 2.4985 -1.1066 1.5 0.9 0.3


(5)
88
Properties=species:S:1:pos:R:3:forces:R:3 method="wB97M-V/def2-TZVPD" multiplicity=2 charge=0 s2=0.75 e_homo_ev="-7.43 / -8.29" orbital_gap_ev="7.678 / 8.541"
C 2.5757 -2.6088 -6.7424 -0.1 -0.3 0.8
C 1.9794 -1.6973 -7.7516 -0.5 0.5 -1.2
H 2.2825 -3.6494 -6.9432 0.1 0.2 0.2
H 2.2347 -2.3207 -5.7336 0.4 -0.4 -0.7
H 3.6805 -2.5748 -6.7539 -0.4 0.1 -0.1
C 1.8279 -2.0717 -9.0395 0.4 0.6 0.6
C 2.0988 -3.4423 -9.5589 0.0 -0.2 -0.3
H 1.5765 -1.3455 -9.8140 -0.2 -0.2 0.4
H 1.7178 -4.2113 -8.8779 0.2 0.0 -0.2
H 3.1696 -3.6080 -9.7333 -0.1 -0.1 0.1
H 1.6000 -3.5475 -10.5283 0.1 -0.2 0.1
Ti 0.6893 0.2542 -2.5352 1.1 -1.4 0.2
Cl 2.0730 0.0451 -0.7708 0.2 0.2 0.5
Cl 2.0460 1.6499 -3.8030 0.2 0.4 -0.3
C -0.0805 3.0958 -2.2363 0.0 -1.3 -0.3
O -0.4320 1.8757 -2.0907 -0.3 2.6 0.7
N -0.8850 4.0262 -2.7322 -0.2 -0.3 0.2
C -2.3286 3.7666 -2.8642 0.2 -0.2 -0.3
C -0.3078 5.1851 -3.4174 0.3 0.2 0.1
H 0.9478 3.3949 -1.9711 -0.4 0.0 -0.3
H -2.7453 3.5046 -1.8843 0.1 0.0 -0.3
H -2.5350 2.9571 -3.5822 0.1 0.3 0.3
H -2.7968 4.6875 -3.2174 0.0 -0.2 0.1
H 0.5749 5.5275 -2.8622 -0.2 0.0 -0.2
H -1.0545 5.9832 -3.4617 0.2 -0.1 0.1
H 0.0030 4.9279 -4.4448 -0.2 0.0 0.4
H -0.5951 -5.1119 -1.0592 -0.2 0.1 -0.1
H -0.4830 -3.0742 -3.8370 -0.4 0.0 0.2
C -1.5302 -4.5570 -1.2117 0.0 -0.2 0.3
C -1.4432 -3.3009 -3.3493 0.3 -0.1 -0.4
N -1.2976 -3.2961 -1.8944 0.1 0.4 0.4
H -1.9990 -4.3700 -0.2419 0.1 -0.2 -0.1
C -0.8694 -2.2422 -1.2001 0.6 1.3 -1.1
O -0.5450 -1.1407 -1.7208 -1.3 -2.0 1.4
H -2.2058 -2.5895 -3.6845 0.2 -0.1 0.2
H -0.7992 -2.3562 -0.1051 -0.1 -0.1 -0.3
H -2.1947 -5.1608 -1.8314 0.0 0.1 0.3
H -1.7497 -4.3111 -3.6333 0.0 0.3 0.0
O 0.6571 -0.3571 -6.2006 -1.5 0.4 -0.2
C 1.5958 -0.2815 -7.2785 0.2 -0.1 0.0
C -0.0631 0.2186 -9.0916 -0.2 0.3 -0.1
C 1.1033 0.5813 -8.4204 0.4 0.0 0.2
H -0.5545 -0.7257 -8.8250 0.2 0.6 -0.1
C -0.5835 1.0560 -10.0826 0.3 -0.3 0.3
H 2.4987 0.1604 -6.8361 0.0 0.1 -0.1
C 1.8319 1.7105 -8.8080 -0.4 -0.2 0.0
H -1.5436 0.8002 -10.5328 0.3 0.1 -0.1
C 0.1371 2.1864 -10.4711 -0.1 0.1 0.0
C 1.3509 2.5053 -9.8515 0.0 -0.1 0.1
H 2.7559 1.9356 -8.2591 -0.4 0.1 -0.4
H -0.2594 2.8204 -11.2669 0.2 -0.1 0.2
H 1.9215 3.3763 -10.1694 -0.2 -0.1 0.0
Si -0.7541 0.4924 -5.7637 0.6 -0.5 -2.2
Cl 1.2917 -1.5771 -3.8944 0.6 -0.1 1.2
C -2.1725 -0.1119 -6.8608 -0.3 0.3 -0.2
C -0.4865 2.3207 -6.0584 0.0 0.4 0.0
C -1.5318 0.0607 -4.1217 0.4 -0.2 0.6
H -2.2612 0.4238 -7.8149 0.0 -0.2 0.2
H -3.1185 0.0335 -6.3167 0.2 -0.1 -0.2
H -2.0612 -1.1853 -7.0632 -0.1 0.1 0.0
H -0.9644 -0.7555 -3.6321 -0.8 0.5 -0.5
H -2.5407 -0.3488 -4.2885 0.4 0.1 -0.1
H -1.6557 0.8969 -3.4217 0.0 -0.3 -0.3
H -0.4397 2.5546 -7.1354 -0.1 -0.2 0.3
H 0.4502 2.6702 -5.6061 -0.2 -0.1 0.0
H -1.3204 2.9067 -5.6427 0.1 -0.1 0.0
C -1.5651 1.8134 1.0183 -0.1 -0.3 0.4
N -1.2687 0.3698 1.0857 -0.3 0.0 -0.1
C -2.5275 -0.3544 1.3646 0.3 0.6 0.5
N -3.1302 0.0678 2.6560 0.3 0.2 -0.1
C -3.3914 1.5289 2.5690 0.8 -0.2 -0.1
N -2.1502 2.3072 2.2892 -0.1 -0.5 0.1
C -1.1910 2.0230 3.3867 -0.3 -0.4 -0.2
N -0.8593 0.5780 3.4967 -0.4 0.0 -0.5
C -0.3092 0.1403 2.1744 -0.4 0.1 0.4
C -2.1275 -0.1685 3.7303 0.2 0.4 -0.6
H -2.2809 1.9941 0.1947 0.3 0.0 0.3
H -0.6258 2.3582 0.8269 -0.3 -0.2 0.0
H -2.3208 -1.4349 1.4150 -0.1 0.3 0.0
H -3.2463 -0.1378 0.5586 0.2 -0.2 0.2
H -3.7977 1.8734 3.5324 0.0 -0.1 -0.4
H -4.1079 1.7061 1.7537 0.1 0.0 0.3
H -0.2637 2.5775 3.1925 -0.2 -0.1 0.1
H -1.6516 2.3571 4.3326 0.3 -0.1 -0.3
H -0.0792 -0.9374 2.2261 0.0 0.4 0.0
H 0.6118 0.6990 1.9504 -0.3 -0.2 0.1
H -2.5650 0.1588 4.6834 0.2 -0.1 -0.2
H -1.9026 -1.2468 3.7645 -0.1 0.4 0.1


(6)
52
Properties=species:S:1:pos:R:3:forces:R:3 method="wB97M-V/def2-TZVPD" multiplicity=3 charge=-2 s2=2.04 e_homo_ev="0.20 / -1.34" orbital_gap_ev="3.826 / 5.320"
Pt -0.1909 0.5010 1.2505 0.2 0.3 -0.4
C -3.2685 3.0444 -0.4862 0.0 -0.1 -0.1
C -3.9210 2.1485 -1.3282 0.0 0.0 0.0
C -3.5386 0.8203 -1.3434 0.0 0.0 0.0
C -2.4903 0.3598 -0.5300 0.1 0.0 -0.1
C -1.7771 1.2749 0.2643 0.0 0.0 -0.1
C -2.2099 2.5980 0.2977 0.0 0.0 0.2
C -2.0660 -1.0169 -0.4377 0.1 0.0 0.1
C -2.7206 -2.0419 -1.1157 0.0 0.1 -0.1
C -2.3348 -3.3481 -1.0043 0.1 -0.1 0.1
C -1.2154 -3.6479 -0.1614 -0.1 0.0 -0.1
C -0.7567 -4.9582 -0.0180 0.1 -0.2 0.0
C 0.3202 -5.2757 0.7929 -0.1 0.1 0.0
C 0.9465 -4.2419 1.4759 0.1 0.0 0.1
C 0.5186 -2.9322 1.3434 -0.1 -0.1 0.1
C -0.5648 -2.5874 0.5343 0.0 0.2 -0.1
N -0.9881 -1.2650 0.4123 -0.3 -0.4 -0.1
H -3.5798 4.0809 -0.4356 0.0 0.0 0.0
H -4.7389 2.4803 -1.9580 0.0 0.0 0.0
H -4.0719 0.1324 -1.9873 0.0 0.0 0.0
H -1.7207 3.3042 0.9547 0.0 0.0 0.0
H -3.5676 -1.7851 -1.7382 0.0 0.0 0.0
H -2.8521 -4.1486 -1.5187 0.0 0.0 0.0
H -1.2812 -5.7377 -0.5625 0.0 0.0 0.0
H 0.6449 -6.3017 0.9091 0.0 0.0 0.0
H 1.7666 -4.4453 2.1537 0.0 0.0 0.0
H 1.0024 -2.1573 1.9150 0.0 -0.1 0.0
Se 0.9370 1.5031 6.3358 0.0 0.0 0.1
Sb 0.2361 -0.1280 4.6899 0.1 0.1 0.3
Se 1.8619 -0.1436 2.7525 -0.1 0.0 0.0
Se -1.6734 0.7763 3.3034 -0.1 0.0 0.2
Se -0.1991 -2.3758 5.4310 0.0 -0.1 0.0
C 3.2802 -0.6411 -0.6278 0.0 -0.1 0.0
C 3.9840 0.6685 -0.2999 0.1 0.1 0.0
N 3.1671 1.6063 0.4577 -0.1 0.2 -0.1
C 2.0195 2.1302 0.0048 -0.1 -0.2 -0.1
S 0.8770 2.7566 1.1173 0.1 -0.1 0.2
N 1.8113 2.1336 -1.3254 0.1 0.3 0.1
C 0.6142 2.6661 -1.9582 0.0 -0.2 0.0
C 0.7962 4.0941 -2.4361 0.0 0.1 -0.1
H 3.9818 -1.3178 -1.1183 0.0 0.0 0.0
H 2.4241 -0.4961 -1.2867 0.0 0.0 0.0
H 2.9127 -1.1150 0.2822 0.0 0.0 0.0
H 4.3595 1.1605 -1.2053 0.0 0.0 0.0
H 4.8651 0.4795 0.3147 0.0 0.0 0.0
H 3.1169 1.4397 1.4657 0.0 0.0 0.1
H 2.6138 1.9703 -1.9131 -0.1 -0.2 0.0
H -0.1875 2.6051 -1.2232 0.0 0.0 -0.1
H 0.3485 1.9940 -2.7777 0.0 0.1 0.0
H 1.0564 4.7371 -1.5953 0.0 0.0 0.0
H -0.1303 4.4658 -2.8750 0.0 0.0 0.0
H 1.5825 4.1772 -3.1912 0.0 0.0 0.0


Relative energy (zero: lowest compared OMol25 entry of this formula, charge and spin) for every record listed, in sequence, given in kcal per mole: 49.62, 37.41, 97.17, 71.86, 60.71, 11.95.